The following is a quantum chemistry calculation of a gas-phase ion, C4H10BrF3O3PS (charge -1), from OMol25.

Each atom is followed by the atoms it is bonded to, with distances in Å.
Atoms and positions in Å:
1 C -2.73 -0.70 1.51  S2 1.797, H14 1.088, H15 1.090, H16 1.087
2 S -1.53 -1.13 0.24  C1 1.797, O3 1.464, O4 1.456, P5 2.309
3 O -1.89 -0.31 -0.92  S2 1.464
4 O -1.63 -2.57 0.10  S2 1.456
5 P 0.58 -0.54 0.98  S2 2.309, O6 1.648, F7 1.638, F8 1.659, Br9 2.403, C10 1.855
6 O 1.16 -1.30 -0.35  P5 1.648, H17 0.960
7 F 0.58 -1.95 1.82  P5 1.638
8 F -0.13 0.14 2.32  P5 1.659
9 Br 2.75 -0.11 1.92  P5 2.403
10 C 0.57 1.13 0.16  P5 1.855, C11 1.531, H18 1.092, H19 1.088
11 C 1.53 1.39 -1.00  C10 1.531, C12 1.525, H20 1.095, H21 1.092
12 C 1.00 1.04 -2.39  C11 1.525, F13 1.398, H22 1.092, H23 1.094
13 F 1.61 -0.10 -2.92  C12 1.398
14 H -2.33 -0.99 2.48  C1 1.088
15 H -3.62 -1.27 1.27  C1 1.090
16 H -2.92 0.37 1.47  C1 1.087
17 H 1.31 -2.23 -0.18  O6 0.960
18 H -0.46 1.30 -0.18  C10 1.092
19 H 0.76 1.82 0.97  C10 1.088
20 H 1.76 2.45 -0.99  C11 1.095
21 H 2.48 0.86 -0.86  C11 1.092
22 H -0.07 0.85 -2.37  C12 1.092
23 H 1.22 1.84 -3.10  C12 1.094

- Charge: -1
- Spin multiplicity: 1
- Max |F|: 0.006 hartree/bohr
- HOMO: -5.6 eV
- HOMO-LUMO gap: 8.89 eV